i | Computed, not measured: a cluster of 8 separate species, C48H120N8O16 in total, with the ωB97M-V functional and the def2-TZVPD basis.

Last column: Mulliken charge in e.
Cartesian coordinates (Å):
C (3.317, -2.013, -2.713)  0.032
O (3.038, -3.045, -3.668)  -0.449
C (1.852, -3.737, -3.308)  -0.516
C (0.530, -3.008, -3.580)  0.322
N (0.514, -2.390, -4.900)  0.020
C (0.415, -3.370, -5.979)  -0.556
C (0.340, -2.653, -7.314)  -0.744
O (1.620, -2.147, -7.636)  -0.258
C (1.663, -1.579, -8.930)  -0.811
H (3.783, -2.533, -1.868)  0.140
H (2.457, -1.476, -2.307)  -0.136
H (4.011, -1.296, -3.147)  0.077
H (1.912, -4.017, -2.246)  0.322
H (1.949, -4.727, -3.760)  0.470
H (0.436, -2.236, -2.813)  -0.988
H (-0.299, -3.708, -3.487)  0.642
H (1.340, -1.844, -5.126)  0.440
H (-0.539, -3.904, -5.875)  0.161
H (1.162, -4.171, -5.938)  0.431
H (-0.440, -1.893, -7.194)  0.215
H (0.016, -3.357, -8.089)  0.487
H (0.978, -0.731, -9.021)  0.331
H (1.538, -2.308, -9.733)  0.300
H (2.667, -1.153, -8.993)  0.236
C (-0.734, -8.083, 0.073)  -0.865
O (-0.725, -6.781, -0.449)  -0.210
C (-1.841, -6.045, 0.018)  -1.190
C (-1.677, -4.538, -0.135)  0.711
N (-0.586, -3.951, 0.665)  -0.300
C (0.750, -4.254, 0.172)  -0.034
C (1.796, -3.618, 1.067)  0.407
O (3.049, -3.762, 0.396)  -0.241
C (4.097, -3.416, 1.251)  -0.813
H (-0.072, -8.807, -0.406)  0.263
H (-1.710, -8.541, -0.146)  0.321
H (-0.539, -8.139, 1.147)  0.326
H (-2.042, -6.233, 1.076)  0.401
H (-2.696, -6.334, -0.606)  0.410
H (-2.649, -4.121, 0.141)  0.346
H (-1.534, -4.210, -1.177)  -0.668
H (-0.768, -2.962, 0.483)  0.260
H (0.956, -4.009, -0.878)  -0.943
H (0.896, -5.334, 0.186)  0.496
H (1.767, -4.034, 2.077)  0.415
H (1.603, -2.544, 1.188)  -0.615
H (4.382, -4.208, 1.954)  0.344
H (3.933, -2.491, 1.819)  0.226
H (5.025, -3.212, 0.708)  0.281
C (5.943, 2.904, 4.759)  -0.837
O (5.046, 1.926, 4.271)  -0.347
C (4.228, 2.452, 3.237)  -1.024
C (3.100, 1.472, 3.019)  0.655
N (2.301, 1.436, 4.260)  -0.313
C (1.191, 0.485, 4.221)  1.122
C (0.672, 0.222, 5.643)  -0.905
O (1.722, -0.093, 6.506)  -0.397
C (1.239, -0.512, 7.767)  -0.832
H (5.447, 3.808, 5.128)  0.328
H (6.568, 3.278, 3.939)  0.303
H (6.548, 2.467, 5.547)  0.267
H (4.794, 2.549, 2.298)  0.423
H (3.876, 3.464, 3.457)  0.475
H (3.449, 0.454, 2.804)  -0.080
H (2.474, 1.828, 2.199)  -0.201
H (2.966, 1.092, 4.949)  0.421
H (1.492, -0.431, 3.689)  -0.193
H (0.425, 0.957, 3.598)  -0.530
H (0.026, -0.650, 5.482)  0.499
H (0.099, 1.120, 5.897)  0.232
H (0.474, 0.124, 8.221)  0.291
H (2.062, -0.502, 8.481)  0.306
H (0.846, -1.525, 7.647)  0.313
C (2.918, 0.904, -0.798)  -0.667
O (1.795, 0.938, 0.045)  0.056
C (0.828, 0.007, -0.384)  0.818
C (-0.273, -0.176, 0.640)  -0.983
N (-1.342, -1.014, 0.112)  1.990
C (-2.104, -0.388, -0.983)  0.577
C (-3.314, -1.242, -1.316)  -1.025
O (-4.081, -1.601, -0.180)  -0.540
C (-4.962, -0.577, 0.224)  -0.685
H (3.506, -0.008, -0.656)  0.016
H (3.578, 1.767, -0.725)  0.394
H (2.589, 0.916, -1.845)  0.273
H (1.338, -0.968, -0.422)  -0.861
H (0.413, 0.200, -1.377)  0.194
H (-0.612, 0.833, 0.923)  -0.219
H (0.204, -0.535, 1.554)  0.326
H (-2.057, -1.171, 0.814)  0.094
H (-1.487, -0.312, -1.877)  -0.379
H (-2.488, 0.584, -0.650)  -0.224
H (-3.029, -2.128, -1.886)  -0.683
H (-3.945, -0.655, -1.995)  0.950
H (-4.495, 0.250, 0.767)  0.150
H (-5.676, -0.999, 0.934)  0.291
H (-5.562, -0.210, -0.615)  0.336
C (-4.681, 4.160, 5.293)  -0.702
O (-3.341, 3.808, 5.064)  -0.121
C (-2.492, 4.935, 5.202)  -0.966
C (-1.078, 4.634, 4.652)  -0.122
N (-1.249, 4.494, 3.214)  -0.315
C (-0.022, 4.016, 2.532)  0.218
C (-0.182, 4.225, 1.038)  -0.771
O (-1.025, 3.224, 0.535)  -0.305
C (-1.063, 3.129, -0.865)  -0.748
H (-4.807, 4.622, 6.281)  0.359
H (-5.308, 3.274, 5.216)  0.055
H (-5.041, 4.932, 4.601)  0.344
H (-2.396, 5.193, 6.264)  0.430
H (-2.907, 5.762, 4.619)  0.439
H (-0.813, 3.692, 5.155)  -0.085
H (-0.429, 5.464, 4.923)  0.470
H (-1.988, 3.812, 3.081)  0.245
H (0.104, 2.962, 2.808)  -0.497
H (0.833, 4.535, 2.967)  0.513
H (0.802, 4.161, 0.550)  0.283
H (-0.548, 5.240, 0.849)  0.410
H (-1.996, 2.664, -1.187)  0.303
H (-0.211, 2.545, -1.222)  -0.040
H (-1.151, 4.094, -1.381)  0.543
C (0.681, 3.068, -4.474)  -0.650
O (-0.647, 2.997, -4.922)  -0.464
C (-1.459, 1.991, -4.380)  -0.369
C (-0.958, 0.615, -4.801)  -0.663
N (-1.666, -0.513, -4.211)  1.379
C (-3.071, -0.556, -4.586)  -1.039
C (-3.669, -1.868, -4.094)  -0.161
O (-2.967, -2.925, -4.701)  -0.231
C (-3.225, -4.173, -4.143)  -0.615
H (0.718, 3.099, -3.378)  0.329
H (1.155, 3.981, -4.826)  0.306
H (1.268, 2.197, -4.779)  0.336
H (-2.455, 2.123, -4.807)  0.363
H (-1.588, 2.035, -3.291)  0.127
H (0.089, 0.546, -4.495)  0.122
H (-0.976, 0.577, -5.899)  0.377
H (-1.238, -1.383, -4.538)  -0.648
H (-3.254, -0.431, -5.667)  0.429
H (-3.568, 0.331, -4.179)  0.624
H (-4.741, -1.967, -4.308)  0.526
H (-3.609, -1.882, -2.999)  -0.473
H (-4.270, -4.527, -4.167)  0.361
H (-3.033, -4.203, -3.061)  0.078
H (-2.660, -4.920, -4.698)  0.278
C (-8.125, 3.259, 3.596)  -0.801
O (-7.245, 2.419, 4.309)  -0.217
C (-7.615, 1.050, 4.262)  -0.683
C (-6.508, 0.203, 4.860)  -0.789
N (-5.215, 0.570, 4.289)  0.151
C (-4.135, 0.499, 5.276)  -1.537
C (-2.761, 0.590, 4.636)  0.308
O (-2.201, -0.676, 4.287)  -0.355
C (-3.015, -1.449, 3.455)  -0.827
H (-7.709, 4.261, 3.640)  0.224
H (-9.136, 3.182, 4.014)  0.294
H (-8.214, 2.922, 2.555)  0.322
H (-7.759, 0.740, 3.220)  0.397
H (-8.535, 0.957, 4.850)  0.401
H (-6.748, -0.844, 4.651)  0.246
H (-6.446, 0.348, 5.947)  0.388
H (-5.311, 1.477, 3.855)  0.283
H (-4.191, -0.412, 5.874)  0.526
H (-4.323, 1.310, 5.995)  0.659
H (-2.072, 1.054, 5.341)  0.031
H (-2.752, 1.206, 3.732)  0.100
H (-3.854, -1.944, 3.956)  0.342
H (-2.444, -2.239, 2.959)  0.217
H (-3.479, -0.908, 2.623)  0.325
C (4.279, 4.978, -2.054)  -0.827
O (3.709, 3.845, -2.673)  0.076
C (4.138, 3.629, -4.001)  -0.273
C (5.480, 2.907, -4.118)  -0.753
N (5.334, 1.678, -3.347)  0.069
C (6.597, 1.005, -3.126)  -0.968
C (6.489, -0.107, -2.073)  0.031
O (6.289, 0.506, -0.834)  -0.325
C (6.266, -0.306, 0.313)  -0.312
H (3.887, 5.918, -2.452)  0.306
H (5.370, 4.991, -2.122)  0.300
H (4.001, 4.935, -1.001)  0.174
H (4.099, 4.552, -4.590)  0.462
H (3.368, 2.988, -4.432)  -0.176
H (6.296, 3.562, -3.785)  0.320
H (5.657, 2.582, -5.146)  0.466
H (4.827, 1.900, -2.499)  -0.079
H (7.377, 1.695, -2.768)  0.408
H (6.987, 0.592, -4.060)  0.462
H (7.436, -0.661, -2.120)  0.623
H (5.685, -0.800, -2.349)  -0.273
H (6.026, 0.299, 1.188)  0.076
H (7.212, -0.833, 0.457)  0.415
H (5.443, -1.033, 0.298)  -0.138

Values from the calculation:
HOMO level = -8.28 eV
Multiplicity = 1

ii | Computed, not measured: a cluster of 8 separate species, C48H120N8O16 in total, with the ωB97M-V functional and the def2-TZVPD basis.

Last column: Mulliken charge in e.
Cartesian coordinates (Å):
C (-2.039, 0.484, -6.731)  -0.242
O (-3.521, 0.556, -6.686)  -0.389
C (-4.158, -0.577, -6.141)  -0.102
C (-5.647, -0.161, -5.898)  -0.847
N (-5.737, 1.172, -5.258)  -0.430
C (-5.472, 1.152, -3.858)  0.813
C (-5.481, 2.609, -3.425)  -1.107
O (-4.946, 2.621, -2.115)  0.010
C (-4.516, 3.895, -1.674)  -0.737
H (-1.818, 0.254, -5.700)  -0.111
H (-1.787, 1.530, -6.995)  0.251
H (-1.663, -0.297, -7.420)  0.315
H (-3.726, -0.841, -5.146)  -0.082
H (-3.980, -1.338, -6.902)  0.505
H (-6.083, -1.036, -5.363)  0.316
H (-6.142, -0.116, -6.846)  0.410
H (-5.115, 1.855, -5.683)  0.362
H (-4.549, 0.707, -3.591)  -0.519
H (-6.333, 0.652, -3.403)  0.152
H (-6.487, 3.096, -3.528)  0.325
H (-4.864, 3.253, -4.053)  0.497
H (-3.986, 3.838, -0.728)  0.266
H (-5.287, 4.693, -1.665)  0.311
H (-3.740, 4.160, -2.397)  0.116
C (8.630, -3.021, -5.963)  -0.694
O (7.500, -3.632, -5.336)  -0.319
C (6.956, -2.840, -4.285)  -0.717
C (5.793, -3.529, -3.607)  -0.229
N (4.627, -3.455, -4.484)  -0.099
C (3.458, -4.286, -4.232)  -1.296
C (2.656, -3.895, -3.021)  0.084
O (3.413, -4.072, -1.837)  -0.414
C (2.426, -4.017, -0.790)  -0.199
H (8.352, -2.038, -6.359)  0.293
H (8.870, -3.625, -6.804)  0.245
H (9.431, -3.006, -5.193)  0.273
H (6.564, -1.885, -4.708)  0.270
H (7.725, -2.702, -3.512)  0.468
H (5.730, -2.888, -2.679)  0.174
H (6.078, -4.605, -3.302)  0.224
H (4.969, -3.620, -5.419)  0.239
H (3.832, -5.297, -4.134)  0.435
H (2.791, -4.191, -5.084)  0.439
H (1.805, -4.545, -3.033)  0.402
H (2.235, -2.900, -3.080)  -0.016
H (1.849, -3.080, -0.803)  0.061
H (2.954, -4.158, 0.147)  0.377
H (1.640, -4.731, -0.868)  0.035
C (1.990, -1.383, 4.778)  -0.406
O (1.071, -0.470, 5.347)  -0.464
C (-0.320, -0.659, 4.976)  1.006
C (-0.929, 0.761, 5.008)  -0.192
N (-0.939, 1.327, 6.336)  -0.227
C (-1.384, 2.701, 6.272)  -0.242
C (-1.176, 3.383, 7.569)  -0.848
O (0.184, 3.735, 7.713)  -0.257
C (0.605, 4.292, 8.923)  -0.798
H (1.817, -2.424, 4.986)  0.057
H (2.946, -1.078, 5.261)  0.308
H (2.084, -1.285, 3.692)  0.108
H (-0.807, -1.381, 5.673)  0.039
H (-0.329, -1.133, 3.988)  -0.449
H (-1.943, 0.670, 4.736)  0.331
H (-0.430, 1.350, 4.247)  -0.447
H (0.062, 1.260, 6.586)  0.366
H (-2.451, 2.687, 6.018)  0.316
H (-0.828, 3.295, 5.496)  0.100
H (-1.503, 2.659, 8.304)  0.342
H (-1.708, 4.285, 7.825)  0.588
H (0.388, 3.657, 9.802)  0.314
H (0.064, 5.185, 9.111)  0.328
H (1.678, 4.434, 8.852)  0.214
C (-0.856, 4.485, -3.599)  -0.964
O (-1.212, 3.329, -2.757)  -0.234
C (-1.550, 2.139, -3.532)  -0.677
C (-1.957, 1.140, -2.472)  0.835
N (-1.607, -0.238, -2.876)  0.449
C (-2.278, -1.312, -2.080)  -1.563
C (-2.073, -1.245, -0.556)  -0.105
O (-0.681, -1.386, -0.303)  0.586
C (-0.346, -1.540, 1.118)  -0.851
H (-0.521, 5.132, -2.820)  0.313
H (-1.770, 4.771, -4.171)  0.255
H (-0.123, 4.117, -4.273)  0.320
H (-0.646, 1.807, -4.075)  0.319
H (-2.282, 2.384, -4.342)  0.401
H (-3.028, 1.147, -2.255)  -0.602
H (-1.510, 1.515, -1.570)  -0.241
H (-0.624, -0.376, -3.070)  -0.112
H (-1.890, -2.217, -2.537)  0.526
H (-3.336, -1.247, -2.356)  0.006
H (-2.608, -2.069, -0.082)  0.440
H (-2.515, -0.310, -0.176)  0.134
H (-0.797, -2.380, 1.650)  0.465
H (-0.605, -0.681, 1.705)  0.296
H (0.748, -1.710, 1.224)  -0.106
C (0.075, -7.269, -0.262)  -0.745
O (-0.644, -6.528, 0.566)  -0.174
C (-0.833, -6.892, 1.934)  -0.725
C (-1.620, -5.842, 2.665)  -0.062
N (-1.391, -5.767, 4.080)  -0.333
C (-0.184, -5.064, 4.319)  0.312
C (-0.054, -4.872, 5.803)  -0.965
O (-1.189, -4.104, 6.354)  -0.249
C (-1.190, -3.718, 7.691)  -0.818
H (0.294, -6.661, -1.127)  0.140
H (-0.440, -8.158, -0.704)  0.278
H (1.035, -7.684, 0.179)  0.329
H (0.057, -7.099, 2.505)  0.346
H (-1.304, -7.854, 1.963)  0.358
H (-2.717, -6.037, 2.586)  0.440
H (-1.454, -4.926, 2.103)  -0.161
H (-2.234, -5.435, 4.505)  0.353
H (-0.148, -4.051, 3.773)  -0.257
H (0.714, -5.618, 4.018)  0.237
H (0.897, -4.453, 6.091)  0.387
H (-0.110, -5.881, 6.282)  0.464
H (-1.326, -4.445, 8.471)  0.303
H (-2.020, -3.032, 7.683)  0.228
H (-0.282, -3.151, 7.964)  0.302
C (-6.945, -2.399, -1.579)  -1.007
O (-6.025, -1.556, -0.823)  -0.160
C (-6.771, -0.453, -0.375)  -0.692
C (-5.871, 0.451, 0.567)  -0.053
N (-5.674, -0.155, 1.893)  -0.443
C (-4.261, -0.537, 2.207)  -0.381
C (-4.073, -0.991, 3.699)  -0.303
O (-4.186, 0.119, 4.529)  -0.409
C (-4.192, -0.277, 5.922)  -0.626
H (-7.665, -1.952, -2.225)  0.420
H (-7.352, -3.084, -0.845)  0.304
H (-6.255, -3.011, -2.205)  0.249
H (-7.676, -0.822, 0.186)  0.394
H (-7.158, 0.119, -1.271)  0.326
H (-6.419, 1.383, 0.689)  0.474
H (-4.897, 0.570, 0.078)  -0.201
H (-5.841, 0.594, 2.544)  0.278
H (-3.540, 0.277, 2.026)  0.329
H (-4.007, -1.342, 1.558)  0.244
H (-3.064, -1.410, 3.862)  0.055
H (-4.799, -1.818, 3.958)  0.543
H (-4.862, -1.163, 6.034)  0.344
H (-4.639, 0.481, 6.563)  0.278
H (-3.214, -0.565, 6.286)  0.133
C (2.223, -0.554, -5.285)  -0.824
O (1.874, -0.438, -3.932)  0.089
C (2.545, 0.520, -3.186)  -0.831
C (1.889, 0.590, -1.841)  0.204
N (2.864, 1.067, -0.879)  -0.043
C (2.486, 0.680, 0.517)  0.069
C (1.257, 1.579, 0.855)  0.573
O (0.808, 1.439, 2.193)  -0.117
C (1.477, 2.330, 3.114)  -0.794
H (1.684, -1.394, -5.728)  0.199
H (3.340, -0.723, -5.370)  0.199
H (1.964, 0.356, -5.869)  0.314
H (2.534, 1.528, -3.663)  0.255
H (3.571, 0.145, -3.030)  0.521
H (1.443, -0.426, -1.649)  -0.351
H (1.082, 1.304, -1.869)  -0.234
H (3.706, 0.557, -1.161)  0.383
H (3.265, 0.840, 1.277)  0.485
H (2.233, -0.460, 0.603)  -0.163
H (0.420, 1.321, 0.203)  -0.625
H (1.518, 2.666, 0.671)  -0.298
H (1.485, 1.773, 4.036)  0.248
H (0.941, 3.257, 3.112)  0.168
H (2.527, 2.482, 2.819)  0.430
C (6.514, 5.969, -3.133)  -0.714
O (6.751, 4.802, -2.416)  -0.359
C (7.464, 4.817, -1.202)  -0.550
C (6.477, 4.549, -0.107)  -0.287
N (5.441, 5.546, -0.021)  -0.196
C (4.313, 5.292, 0.842)  -1.175
C (3.028, 5.090, 0.082)  -0.287
O (2.658, 6.058, -0.842)  -0.424
C (2.241, 7.242, -0.203)  -0.829
H (5.528, 6.436, -3.207)  0.229
H (6.844, 5.783, -4.162)  0.277
H (7.153, 6.824, -2.793)  0.307
H (7.881, 5.805, -1.022)  0.393
H (8.209, 3.991, -1.125)  0.325
H (6.929, 4.561, 0.881)  0.326
H (5.984, 3.587, -0.261)  0.187
H (5.013, 5.786, -0.905)  0.250
H (4.223, 6.089, 1.626)  0.282
H (4.605, 4.425, 1.449)  0.491
H (2.271, 4.858, 0.804)  0.508
H (3.232, 4.191, -0.492)  0.282
H (3.030, 7.773, 0.359)  0.292
H (1.410, 7.026, 0.466)  0.327
H (1.833, 7.883, -0.971)  0.315

Values from the calculation:
HOMO level = -8.28 eV
Multiplicity = 1

Relative to the most stable one, in kcal/mol, the structures come out at i 0.0; ii 64.2.

i | Computed, not measured: a cluster of 2 separate species, C3H8P2 in total, with the ωB97M-V functional and the def2-TZVPD basis.

Last column: Mulliken charge in e.
Cartesian coordinates (Å):
C (-3.792, -0.664, -0.429)  -0.128
P (-2.498, -0.666, 0.444)  -0.245
H (-4.675, -0.970, -0.906)  0.391
C (0.772, 1.291, -0.064)  -1.093
C (1.484, 0.076, -0.478)  -0.338
P (0.710, -1.419, 0.367)  -0.116
H (0.873, 1.408, 1.101)  0.278
H (1.100, 2.201, -0.384)  0.381
H (-0.305, 1.245, -0.203)  0.199
H (2.608, 0.062, -0.356)  0.322
H (1.348, -0.120, -1.526)  0.275
H (0.441, -0.584, 1.527)  0.028
H (1.935, -1.861, 0.906)  0.046

Values from the calculation:
HOMO level = -9.37 eV
Multiplicity = 1

ii | Computed, not measured: an isolated molecule of C3H8P2, with the ωB97M-V functional and the def2-TZVPD basis.

Last column: Mulliken charge in e.
Cartesian coordinates (Å):
H (-3.951, 0.397, -0.265)  0.005
P (-2.963, -0.610, -0.297)  -0.108
C (-1.554, 0.363, -0.103)  -0.357
C (-0.343, -0.259, 0.360)  -0.677
C (0.851, 0.357, -0.504)  -0.577
P (2.425, -0.610, -0.131)  -0.059
H (-1.596, 1.384, 0.063)  0.375
H (-0.464, -1.315, 0.376)  0.483
H (-0.123, 0.001, 1.535)  0.249
H (0.953, 1.473, -0.332)  0.358
H (0.703, 0.105, -1.693)  0.294
H (2.615, -0.542, 1.309)  0.017
H (3.255, 0.367, -0.333)  -0.003

Values from the calculation:
HOMO level = -9.08 eV
Multiplicity = 1

Relative to the most stable one, in kcal/mol, the structures come out at i 6.5; ii 0.0.